The following is a DFT calculation (ωB97M-V/def2-TZVPD) of a structure of composition C16H14I2MnO4SY in a non-equilibrium geometry.

- DFT total energy: -3100.1010 a.u.
- Multiplicity: 5
- Gap between HOMO and LUMO (alpha / beta): 5.74 / 3.95 eV
- Net charge: +4
- ⟨S²⟩: 6.37
- LUMO level (alpha / beta): -15.334 / -16.590 eV

Element x y z (Å)
I 3.656 -2.313 0.293
I 4.635 0.145 0.357
Y -0.079 1.444 0.237
Mn -0.526 -1.203 -0.814
S 0.849 0.043 -1.892
C -1.559 -2.334 -1.803
C -1.495 -1.643 0.735
C 0.140 0.095 -3.897
C 1.075 1.111 -4.572
C -1.305 0.527 -3.984
C 0.367 -1.310 -4.470
C -1.972 2.631 1.459
C -2.329 1.236 -0.606
O -2.482 -2.163 1.128
O -2.255 -2.802 -2.660
O -2.721 3.244 2.108
O -3.362 1.222 -1.107
H 0.921 1.156 -5.674
H 2.120 0.794 -4.406
H 0.956 2.142 -4.178
H -1.634 0.573 -5.037
H -1.499 1.519 -3.561
H -1.981 -0.183 -3.502
H 0.235 -1.271 -5.573
H -0.355 -2.024 -4.034
H 1.401 -1.623 -4.218
C -0.364 -0.646 1.141
C 0.060 0.092 2.149
C 0.413 0.229 3.534
C -0.432 0.702 4.572
C -0.067 0.615 5.905
C 1.197 0.110 6.256
C 2.078 -0.308 5.275
C 1.689 -0.264 3.920
H -1.428 0.996 4.280
H -0.795 0.906 6.675
H 1.457 0.008 7.297
H 3.043 -0.743 5.532
H 2.350 -0.706 3.133

***

The following is a DFT calculation (ωB97M-V/def2-TZVPD) of a structure of composition C16H14I2N4O2RuS6Sb.

- DFT total energy: -4307.4614 a.u.
- Multiplicity: 5
- Gap between HOMO and LUMO (alpha / beta): 6.04 / 5.73 eV
- Net charge: -1
- ⟨S²⟩: 6.03
- LUMO level (alpha / beta): 1.435 / 0.419 eV
- Energy above the lowest of the compared OMol25 structures with the same formula, charge and spin: 0.0 kcal per mole

Element x y z (Å)
Ru 2.477 -0.744 0.530
S 3.952 -0.822 5.000
Sb 4.166 -2.004 3.099
S 2.141 1.576 0.998
S 4.690 -0.585 1.180
S 2.091 -2.492 2.001
N -1.449 3.729 -4.443
C -0.762 2.631 -3.930
C -1.117 1.336 -4.315
C -0.470 0.243 -3.772
C 0.543 0.436 -2.843
C 0.908 1.717 -2.450
C 0.256 2.809 -2.992
S 1.346 -0.950 -2.130
O 2.728 -0.554 -1.820
O 1.142 -2.075 -2.990
N 0.790 -1.153 -0.627
C -0.512 -1.472 -0.331
N -1.401 -1.546 -1.328
C -2.651 -1.817 -0.975
C -3.038 -2.019 0.337
C -2.027 -1.928 1.285
N -0.774 -1.658 0.966
H -1.880 3.583 -5.340
H -0.951 4.603 -4.394
H -1.910 1.191 -5.039
H -0.740 -0.765 -4.053
H 1.697 1.853 -1.722
H 0.533 3.810 -2.683
H -3.372 -1.870 -1.785
H -4.062 -2.232 0.608
H -2.228 -2.063 2.343
S 0.094 1.755 1.015
C -0.430 1.118 2.586
C -1.803 1.165 2.829
C -2.322 0.641 4.001
C -1.479 0.062 4.943
C -0.114 0.021 4.700
C 0.414 0.550 3.530
H -2.465 1.604 2.089
H -3.390 0.683 4.177
H -1.885 -0.354 5.857
H 0.563 -0.432 5.413
H 1.481 0.505 3.358
I 5.314 -2.978 -0.663
I 5.905 -5.111 -2.220

***

The following is a DFT calculation (ωB97M-V/def2-TZVPD) of the molecule C16H14N2O.

- DFT total energy: -802.8778 a.u.
- Gap between HOMO and LUMO: 8.53 eV
- LUMO level: 0.655 eV
- Energy above the lowest of the compared OMol25 structures with the same formula, charge and spin: 0.0 kcal per mole

Element x y z (Å)
O -1.986 -3.295 -0.198
C -2.163 -1.948 -0.106
C -1.214 -1.019 -0.489
C -1.480 0.365 -0.290
C -0.540 1.376 -0.588
C -0.834 2.696 -0.384
C -2.080 3.085 0.125
C -3.011 2.133 0.433
C -2.737 0.764 0.243
C -3.688 -0.221 0.582
C -3.406 -1.542 0.421
H -4.110 -2.315 0.686
H -4.642 0.090 0.981
H -3.975 2.413 0.834
H -2.295 4.133 0.275
H -0.097 3.451 -0.615
H 0.435 1.112 -0.967
C 0.104 -1.477 -1.068
N 1.117 -1.652 -0.044
C 2.201 -0.835 0.064
N 2.464 -0.020 -0.957
C 3.547 0.739 -0.895
C 4.427 0.739 0.168
C 4.152 -0.108 1.239
C 3.031 -0.904 1.196
H 2.782 -1.571 2.008
H 4.809 -0.138 2.096
H 5.296 1.377 0.169
H 3.702 1.380 -1.754
H 0.828 -2.126 0.799
H -0.017 -2.426 -1.612
H 0.499 -0.752 -1.779
H -1.120 -3.500 -0.573

***

The following is a DFT calculation (ωB97M-V/def2-TZVPD) of the molecule C16H14N2O4S in a non-equilibrium geometry.

- DFT total energy: -1426.7738 a.u.
- Gap between HOMO and LUMO: 8.02 eV
- LUMO level: -0.198 eV
- Energy above the lowest of the compared OMol25 structures with the same formula, charge and spin: 34.3 kcal per mole

Element x y z (Å)
C 4.542 2.780 0.138
C 4.290 1.350 0.599
C 5.584 0.604 0.896
H 6.124 1.106 1.694
H 6.209 0.576 0.006
H 5.369 -0.416 1.204
H 3.638 1.344 1.481
O 3.602 0.653 -0.458
C 2.415 0.116 -0.199
O 1.844 0.161 0.857
C 1.873 -0.571 -1.437
H 2.630 -0.628 -2.215
H 0.969 -0.062 -1.778
S 1.356 -2.262 -1.015
C -0.305 -1.963 -0.546
N -0.823 -0.793 -0.799
C -2.092 -0.528 -0.450
C -2.598 0.762 -0.737
C -3.884 1.018 -0.377
C -4.702 0.049 0.257
C -4.250 -1.199 0.545
C -2.914 -1.505 0.187
C -2.344 -2.765 0.435
C -1.037 -3.015 0.074
C -0.438 -4.269 0.313
N 0.033 -5.295 0.513
H -2.931 -3.538 0.912
H -4.872 -1.934 1.027
O -5.931 0.594 0.491
C -5.880 1.916 0.005
O -4.601 2.163 -0.537
H -6.073 2.620 0.829
H -6.644 2.052 -0.776
H -1.971 1.494 -1.214
H 3.600 3.277 -0.082
H 5.154 2.777 -0.761
H 5.057 3.332 0.918

***

The following is a DFT calculation (ωB97M-V/def2-TZVPD) of a cluster of 2 separate species, C16H14N3O2 in total in a non-equilibrium geometry.

- DFT total energy: -932.0016 a.u.
- Gap between HOMO and LUMO: 6.65 eV
- Net charge: +1
- LUMO level: -5.230 eV

Element x y z (Å)
C 6.128 -0.494 0.543
C 7.096 -1.123 -0.601
N 6.514 -1.633 -1.875
C 5.034 -1.525 -2.006
C 3.901 -0.935 -0.996
C 2.267 -0.911 -1.277
C 1.540 -2.342 -1.640
C -0.115 -2.345 -1.873
C -0.882 -0.900 -1.741
N -0.159 0.420 -1.398
C 1.349 0.483 -1.170
C 4.476 -0.341 0.459
H 6.657 -0.084 1.527
H 8.272 -1.182 -0.409
H 4.595 -1.939 -3.038
H 2.132 -3.352 -1.708
H -0.616 -3.381 -2.098
H -2.063 -0.874 -1.897
H -0.749 1.295 -1.311
H 1.907 1.496 -0.872
H 3.797 0.106 1.300
C -4.261 3.251 2.012
C -3.183 2.626 1.383
C -3.250 1.267 1.067
C -4.407 0.543 1.383
C -5.488 1.167 2.021
C -5.408 2.525 2.335
N -4.494 -0.880 1.031
O -3.510 -1.400 0.484
O -5.546 -1.477 1.297
H -4.206 4.312 2.251
H -2.292 3.198 1.136
H -2.402 0.794 0.577
H -6.390 0.615 2.277
H -6.243 3.019 2.827

***

The following is a DFT calculation (ωB97M-V/def2-TZVPD) of a structure of composition C16H15BCl3MoN10O6 in a non-equilibrium geometry.

- DFT total energy: -3090.6110 a.u.
- Multiplicity: 4
- Gap between HOMO and LUMO (alpha / beta): 5.89 / 5.89 eV
- Net charge: +2
- ⟨S²⟩: 3.80
- LUMO level (alpha / beta): -8.500 / -8.507 eV
- Energy above the lowest of the compared OMol25 structures with the same formula, charge and spin: 23.2 kcal per mole

Element x y z (Å)
Mo 0.148 0.010 1.234
C -3.920 -1.039 0.602
C -2.944 -0.473 1.394
N -1.770 -0.471 0.726
N -1.989 -1.031 -0.490
C -3.274 -1.378 -0.583
B -0.851 -1.260 -1.538
N 0.210 -2.162 -0.864
C 0.849 -3.267 -1.266
C 1.786 -3.618 -0.305
C 1.664 -2.660 0.684
N 0.705 -1.783 0.344
N -0.140 0.117 -1.768
C 0.152 0.807 -2.874
C 0.832 1.967 -2.522
C 0.932 1.914 -1.147
N 0.353 0.789 -0.692
N -1.443 -1.848 -2.775
C -2.099 -1.248 -3.816
C -2.703 -2.230 -4.548
C -2.380 -3.427 -3.868
N -1.642 -3.192 -2.803
H -4.957 -1.189 0.845
H -3.011 -0.075 2.393
H -3.654 -1.851 -1.474
H 0.576 -3.743 -2.192
H 2.448 -4.466 -0.322
H 2.192 -2.563 1.619
H -0.111 0.434 -3.847
H 1.205 2.728 -3.184
H 1.401 2.605 -0.466
H -2.136 -0.179 -3.936
H -3.293 -2.112 -5.440
H -2.659 -4.438 -4.116
C 0.285 4.979 3.043
C 1.220 3.852 2.866
O 2.296 3.714 2.466
H 0.675 5.839 2.505
H 0.222 5.203 4.110
H -0.716 4.733 2.691
Cl 4.891 1.782 3.579
C 4.759 1.158 1.930
Cl 5.672 -0.339 1.747
Cl 5.255 2.362 0.739
C 3.350 0.840 1.683
N 2.254 0.575 1.493
O 0.586 2.535 3.528
N -0.485 2.072 2.909
O -1.398 1.673 3.551
O -0.447 2.086 1.632
O 0.343 -0.852 2.955
O 0.761 -1.881 3.567

***

The following is a DFT calculation (ωB97M-V/def2-TZVPD) of a structure of composition C16H15BCl3MoN10O6 in a non-equilibrium geometry.

- DFT total energy: -3090.6183 a.u.
- Multiplicity: 4
- Gap between HOMO and LUMO (alpha / beta): 6.94 / 5.80 eV
- Net charge: +2
- ⟨S²⟩: 3.77
- LUMO level (alpha / beta): -7.599 / -8.742 eV
- Energy above the lowest of the compared OMol25 structures with the same formula, charge and spin: 18.6 kcal per mole

Element x y z (Å)
Mo -0.044 0.070 -0.275
C -1.254 -1.174 3.739
C -0.724 -0.234 2.875
N -0.643 -0.746 1.629
N -1.113 -2.017 1.696
C -1.503 -2.282 2.948
B -1.380 -2.856 0.402
N -0.003 -2.963 -0.345
C 0.605 -4.039 -0.846
C 1.740 -3.636 -1.540
C 1.749 -2.262 -1.431
N 0.682 -1.852 -0.711
N -2.314 -1.996 -0.479
C -3.497 -2.223 -1.066
C -3.895 -1.077 -1.738
C -2.888 -0.162 -1.520
N -1.932 -0.710 -0.745
N -1.860 -4.222 0.753
C -1.220 -5.137 1.544
C -1.967 -6.280 1.549
C -3.070 -5.980 0.718
N -3.000 -4.755 0.243
H -1.457 -1.061 4.789
H -0.422 0.777 3.082
H -1.947 -3.233 3.193
H 0.199 -5.024 -0.681
H 2.446 -4.261 -2.058
H 2.455 -1.550 -1.829
H -3.964 -3.186 -0.951
H -4.800 -0.936 -2.301
H -2.802 0.857 -1.860
H -0.288 -4.906 2.037
H -1.764 -7.194 2.079
H -3.902 -6.611 0.451
C 3.014 0.813 1.918
C 2.570 -0.534 1.735
O 2.449 -1.641 1.725
H 3.432 0.834 2.933
H 2.203 1.530 1.780
H 3.789 0.979 1.159
Cl 2.488 3.188 -3.672
C 3.076 1.714 -2.913
Cl 4.383 2.071 -1.781
Cl 3.622 0.543 -4.115
C 1.919 1.103 -2.146
N 1.700 0.942 -0.955
O -0.696 3.633 0.676
N -0.536 2.509 0.403
O -1.003 1.911 -0.634
O 0.155 1.670 1.124
O -0.127 0.127 -2.570
O 0.891 0.658 -3.161

***

The following is a DFT calculation (ωB97M-V/def2-TZVPD) of a structure of composition C16H15Br4F3N2O2PdSi in a non-equilibrium geometry.

- DFT total energy: -11891.7000 a.u.
- Gap between HOMO and LUMO (alpha / beta): 4.36 / 4.36 eV
- LUMO level (alpha / beta): -3.035 / -3.037 eV
- Energy above the lowest of the compared OMol25 structures with the same formula, charge and spin: 16.7 kcal per mole

Element x y z (Å)
Pd 0.025 -1.105 -0.723
Br 4.512 -1.630 4.900
C 3.731 -1.608 3.203
C 4.609 -1.685 2.013
Br 6.454 -1.813 2.266
C 4.109 -1.659 0.761
Br 5.168 -1.702 -0.780
C 2.671 -1.569 0.546
O 2.176 -1.512 -0.568
C 1.777 -1.498 1.754
O 0.591 -1.404 1.559
C 2.394 -1.520 3.079
Br 1.221 -1.417 4.531
C -3.566 -2.471 -1.572
C -3.318 -0.991 -1.486
C -4.321 -0.083 -1.768
C -4.043 1.281 -1.681
C -2.793 1.722 -1.317
C -1.801 0.763 -1.035
N -2.100 -0.566 -1.129
N -0.520 0.968 -0.692
Si 0.225 2.246 0.206
C -0.288 3.953 -0.376
C -0.233 2.033 2.008
C 2.069 2.084 -0.033
H -3.723 -2.765 -2.612
H -4.461 -2.738 -1.011
H -2.721 -3.024 -1.181
H -5.305 -0.440 -2.038
H -4.820 2.001 -1.911
H -2.550 2.774 -1.276
H -1.281 4.228 -0.011
H -0.288 4.009 -1.468
H 0.419 4.701 -0.002
H -1.267 2.346 2.180
H 0.410 2.618 2.675
H -0.151 0.980 2.290
H 2.363 2.396 -1.038
H 2.405 1.053 0.102
H 2.603 2.713 0.687
F -0.824 -2.351 -3.114
C -0.042 -2.600 -2.064
F -0.642 -3.633 -1.381
F 1.129 -3.083 -2.495